Version 1
{"formula": "C4H5P", "method": "ωB97M-V with the def2-TZVPD basis set", "charge": 0, "lumo_ev": 0.399, "homo_ev": -9.23, "multiplicity": 1, "smiles": "C1=CC1.C#P", "homo_lumo_gap_ha": 0.3540, "species": ["C", "C", "C", "H", "H", "H", "H", "C", "P", "H"], "coordinates": [[1.331, 0.377, 0.638], [1.071, -0.662, -0.117], [2.498, -0.474, 0.305], [0.979, 1.065, 1.340], [0.443, -1.114, -0.842], [3.294, -0.005, -0.366], [3.023, -1.030, 1.192], [-4.289, 0.598, -0.899], [-3.451, 0.329, 0.400], [-4.900, 0.917, -1.649]]}

---

Version 2
{"formula": "C4H5P", "method": "ωB97M-V with the def2-TZVPD basis set", "charge": 0, "lumo_ev": [-1.205, 0.386], "homo_ev": [-7.34, -8.82], "multiplicity": 1, "homo_lumo_gap_ha": [0.2253, 0.3385], "species": ["C", "C", "C", "C", "P", "H", "H", "H", "H", "H"], "coordinates": [[0.467, -0.014, 0.156], [-0.655, 0.871, -0.403], [-0.593, -1.080, -0.092], [-1.625, -0.158, -0.406], [2.792, -0.019, -0.096], [0.593, 0.162, 1.222], [-0.660, 1.891, -0.747], [-0.536, -2.154, -0.108], [-2.671, -0.225, -0.618], [2.888, 0.725, 1.091]]}

---

Which of them is the most stable, and which is the least stable? version 1 and version 2, in that order.